Record 1
Density functional theory data (ωB97M-V/def2-TZVPD) for a molecular structure, C20H47MgNO4P3 in a non-equilibrium geometry.

Each line ends with the Löwdin charge.
Geometry (Å):
Mg: -0.487 0.005 -0.664  0.22
P: -0.030 -2.587 -1.131  1.02
P: -0.008 2.647 -0.850  1.02
N: -0.099 0.110 -2.662  -0.29
C: -0.017 -2.425 -2.963  -0.31
H: 0.738 -3.098 -3.324  0.08
H: -0.979 -2.755 -3.342  0.08
C: 0.325 -1.045 -3.524  -0.26
H: 1.385 -0.936 -3.582  0.10
H: -0.114 -0.967 -4.536  0.13
C: 0.337 1.349 -3.379  -0.27
H: -0.075 1.384 -4.404  0.13
H: 1.401 1.248 -3.430  0.10
C: -0.015 2.664 -2.688  -0.31
H: -0.987 3.013 -3.018  0.08
H: 0.724 3.381 -2.997  0.08
C: 1.533 3.581 -0.379  -0.54
C: 1.904 3.338 1.090  -0.11
H: 2.884 3.795 1.285  0.09
H: 1.971 2.273 1.331  0.03
H: 1.171 3.805 1.766  0.07
C: -1.471 3.721 -0.420  -0.54
C: -1.518 4.061 1.074  -0.11
H: -2.492 4.534 1.278  0.09
H: -0.732 4.782 1.350  0.07
H: -1.437 3.160 1.698  0.05
C: -1.506 -3.687 -0.827  -0.54
C: -1.599 -4.131 0.638  -0.11
H: -2.596 -4.576 0.795  0.09
H: -1.488 -3.284 1.332  0.05
H: -0.850 -4.902 0.878  0.07
C: 1.511 -3.538 -0.715  -0.54
C: 1.898 -3.331 0.755  -0.11
H: 2.883 -3.791 0.920  0.09
H: 1.174 -3.823 1.429  0.07
H: 1.971 -2.264 1.006  0.03
C: 1.704 0.003 0.071  -0.12
O: 2.824 0.038 0.285  0.14
C: -1.674 4.960 -1.293  -0.11
H: -0.926 5.738 -1.101  0.06
H: -1.678 4.754 -2.367  0.07
H: -2.651 5.393 -1.052  0.09
C: -1.669 -4.862 -1.792  -0.11
H: -2.662 -5.299 -1.636  0.09
H: -1.610 -4.579 -2.847  0.07
H: -0.937 -5.658 -1.614  0.06
C: 1.517 -5.016 -1.098  -0.11
H: 2.542 -5.398 -0.969  0.09
H: 0.880 -5.616 -0.437  0.07
H: 1.238 -5.203 -2.141  0.08
C: 1.550 5.072 -0.710  -0.11
H: 0.919 5.656 -0.027  0.07
H: 2.576 5.446 -0.577  0.09
H: 1.263 5.298 -1.742  0.07
H: 2.301 3.086 -1.006  0.11
H: 2.263 -3.023 -1.346  0.11
H: -2.301 3.030 -0.645  0.10
H: -2.336 -2.984 -1.025  0.11
H: -1.308 0.099 -2.445  -0.02
H: -2.094 0.073 -1.736  0.00
C: -2.204 0.795 3.829  -0.07
O: -1.335 1.062 2.694  -0.37
P: -0.286 -0.023 2.017  0.83
O: 1.106 0.291 2.817  -0.38
C: 1.265 0.850 4.122  -0.08
O: -0.754 -1.468 2.694  -0.38
C: -0.025 -2.208 3.704  -0.10
H: -3.197 0.591 3.450  0.09
H: -2.214 1.713 4.429  0.10
H: -1.834 -0.024 4.459  0.07
H: 2.258 0.518 4.466  0.10
H: 1.259 1.949 4.071  0.10
H: 0.521 0.477 4.857  0.09
H: -0.224 -1.788 4.708  0.09
H: -0.427 -3.238 3.659  0.10
H: 1.053 -2.215 3.487  0.08

Properties
* DFT total energy: -64488.9372 eV
* HOMO-LUMO gap: 0.2899 hartree
* net charge: +1
* energy above the lowest of the compared OMol25 structures with the same formula, charge and spin: 0.00 kcal per mole
* M: 482.83 g mol⁻¹

Record 2
Density functional theory data (ωB97M-V/def2-TZVPD) for 3 unconnected molecules or ions with the total composition C20H47N6O9S in a non-equilibrium geometry.

Each line ends with the Löwdin charge.
Geometry (Å):
C: -0.732 0.074 -0.399  -0.07
C: -2.204 0.473 -0.611  -0.24
C: -2.505 0.690 -2.076  -0.13
O: -3.756 1.401 -2.342  0.06
C: -4.818 0.900 -1.797  -0.35
N: -5.069 -0.356 -1.551  0.23
N: -6.290 -0.377 -0.985  -0.09
C: -6.787 -1.691 -0.599  -0.14
S: -8.515 -1.735 -0.088  0.70
O: -9.210 -0.587 -0.586  -0.32
O: -8.997 -2.986 -0.564  -0.30
C: -6.798 0.835 -0.872  0.02
N: -5.896 1.657 -1.396  0.06
C: -6.022 3.115 -1.538  -0.01
C: -5.080 3.917 -0.569  -0.63
N: -4.673 3.034 0.523  0.09
N: -3.885 4.365 -1.246  0.10
N: -5.800 5.068 0.029  0.09
H: -0.090 0.947 -0.324  0.07
H: -0.407 -0.613 -1.176  0.08
H: -0.697 -0.412 0.571  0.08
H: -2.804 -0.323 -0.175  0.10
H: -2.440 1.360 -0.024  0.10
H: -1.724 1.320 -2.489  0.14
H: -2.450 -0.250 -2.621  0.13
H: -6.173 -2.082 0.212  0.13
H: -6.685 -2.386 -1.428  0.13
H: -8.522 -1.820 1.272  0.10
H: -7.764 1.063 -0.459  0.15
H: -5.803 3.340 -2.578  0.14
H: -7.062 3.392 -1.388  0.13
H: -4.187 3.596 1.214  0.10
H: -5.486 2.622 0.963  0.08
H: -3.090 3.816 -0.953  0.07
H: -3.960 4.346 -2.251  0.08
H: -6.162 4.743 0.915  0.07
H: -6.579 5.366 -0.548  0.07
C: 1.081 3.705 2.017  -0.12
O: 2.123 2.801 1.740  -0.21
C: 3.146 3.342 0.916  -0.20
C: 4.514 2.844 1.332  -0.18
O: 5.017 3.404 2.533  -0.12
C: 4.416 3.022 3.764  -0.18
C: 4.657 1.582 4.166  -0.20
O: 3.846 0.701 3.405  -0.21
C: 4.452 -0.551 3.156  -0.11
H: 0.459 3.859 1.126  0.08
H: 0.469 3.276 2.810  0.09
H: 1.469 4.667 2.368  0.09
H: 3.136 4.437 0.951  0.13
H: 2.952 3.023 -0.116  0.12
H: 5.219 3.156 0.557  0.13
H: 4.545 1.753 1.362  0.12
H: 3.351 3.262 3.775  0.12
H: 4.893 3.655 4.515  0.13
H: 4.392 1.457 5.224  0.13
H: 5.718 1.345 4.036  0.13
H: 5.463 -0.425 2.752  0.09
H: 3.849 -1.071 2.413  0.08
H: 4.491 -1.152 4.072  0.09
C: 6.349 -3.164 -3.025  -0.11
O: 5.732 -4.109 -2.178  -0.20
C: 6.078 -3.954 -0.812  -0.20
C: 4.898 -4.237 0.095  -0.18
O: 3.896 -3.227 0.104  -0.13
C: 3.094 -3.074 -1.057  -0.18
C: 2.143 -4.222 -1.330  -0.21
O: 2.828 -5.340 -1.861  -0.20
C: 2.266 -6.577 -1.480  -0.11
H: 7.416 -3.379 -3.140  0.09
H: 5.869 -3.230 -4.001  0.09
H: 6.216 -2.144 -2.645  0.09
H: 6.447 -2.942 -0.614  0.12
H: 6.878 -4.669 -0.583  0.13
H: 5.277 -4.269 1.119  0.13
H: 4.466 -5.217 -0.109  0.12
H: 3.705 -2.850 -1.933  0.12
H: 2.484 -2.187 -0.860  0.12
H: 1.398 -3.900 -2.072  0.12
H: 1.626 -4.489 -0.400  0.12
H: 2.120 -6.627 -0.395  0.09
H: 2.964 -7.361 -1.769  0.09
H: 1.310 -6.745 -1.989  0.09

Properties
* DFT total energy: -59693.5019 eV
* HOMO-LUMO gap: 0.2648 hartree
* net charge: +1
* M: 547.70 g mol⁻¹

Record 3
Density functional theory data (ωB97M-V/def2-TZVPD) for 4 unconnected molecules or ions with the total composition C20H48ClN3O6.

Each line ends with the Löwdin charge.
Geometry (Å):
H: 4.068 -2.108 2.225  0.03
N: 3.219 -2.615 2.004  0.11
C: 3.413 -3.380 0.997  -0.59
N: 2.386 -4.194 0.538  0.14
N: 4.621 -3.535 0.299  0.01
C: 4.705 -2.981 -1.061  -0.20
C: 3.920 -1.690 -1.324  -0.17
C: 2.516 -1.887 -1.938  -0.20
C: 2.333 -1.118 -3.245  -0.17
C: 2.385 0.405 -3.079  -0.21
O: 1.628 0.806 -1.950  -0.14
C: 2.230 1.803 -1.154  -0.12
C: 1.529 1.881 0.181  -0.37
O: 2.169 2.894 0.916  -0.07
C: 2.734 2.481 2.146  -0.25
C: 4.016 1.676 1.980  -0.07
O: 0.198 2.283 0.062  -0.06
C: -0.749 1.268 -0.228  -0.20
C: -0.994 0.262 0.879  -0.16
C: -2.263 -0.538 0.527  -0.26
C: -2.159 -2.033 0.769  -0.57
Cl: -1.633 -2.891 -0.728  0.52
H: 1.488 -3.783 0.752  0.08
H: 2.465 -4.399 -0.449  0.08
H: 5.407 -3.275 0.870  0.11
H: 5.758 -2.792 -1.247  0.11
H: 4.396 -3.731 -1.791  0.11
H: 3.876 -1.070 -0.431  0.10
H: 4.504 -1.133 -2.056  0.10
H: 1.743 -1.606 -1.230  0.10
H: 2.365 -2.943 -2.168  0.10
H: 1.351 -1.360 -3.650  0.11
H: 3.101 -1.407 -3.960  0.12
H: 1.914 0.856 -3.953  0.12
H: 3.412 0.762 -3.014  0.11
H: 2.213 2.789 -1.626  0.15
H: 3.275 1.540 -0.959  0.12
H: 1.630 0.927 0.709  0.15
H: 2.973 3.399 2.678  0.12
H: 2.005 1.942 2.754  0.12
H: 3.783 0.628 1.819  0.05
H: 4.628 1.782 2.872  0.08
H: 4.583 2.068 1.139  0.08
H: -0.516 0.736 -1.150  0.12
H: -1.685 1.797 -0.396  0.11
H: -1.108 0.776 1.832  0.12
H: -0.162 -0.433 0.998  0.10
H: -3.130 -0.117 1.028  0.12
H: -2.436 -0.400 -0.536  0.06
H: -3.133 -2.440 0.996  0.04
H: -1.471 -2.297 1.562  0.07
C: -1.570 5.373 0.992  -0.08
C: -1.824 5.117 -0.482  -0.33
O: -0.618 5.080 -1.229  -0.08
H: -1.042 6.318 1.125  0.08
H: -2.506 5.412 1.553  0.07
H: -0.946 4.582 1.412  0.07
H: -2.434 5.911 -0.912  0.11
H: -2.353 4.168 -0.614  0.08
H: -0.089 4.358 -0.866  0.06
C: -4.071 3.103 -2.912  -0.08
C: -3.548 1.681 -2.876  -0.31
O: -4.048 0.959 -1.749  -0.09
H: -3.795 3.595 -1.983  0.05
H: -3.642 3.656 -3.748  0.08
H: -5.159 3.135 -3.000  0.07
H: -2.464 1.693 -2.767  0.10
H: -3.788 1.139 -3.797  0.11
H: -5.004 0.893 -1.835  0.08
C: -5.259 -4.947 4.406  -0.09
C: -5.128 -3.903 3.314  -0.32
O: -3.765 -3.645 2.978  -0.10
H: -4.722 -4.630 5.300  0.08
H: -6.305 -5.114 4.665  0.07
H: -4.830 -5.899 4.083  0.07
H: -5.541 -2.951 3.644  0.11
H: -5.674 -4.217 2.418  0.11
H: -3.378 -4.471 2.671  0.09

Properties
* DFT total energy: -50794.8948 eV
* HOMO-LUMO gap: 0.3545 hartree
* SMILES: [H]/N=C(/N)NCCCCCOC[C@@H](OCC)OCCCCCl.CCO.CCO.CCO
* M: 462.07 g mol⁻¹

Record 4
Density functional theory data (ωB97M-V/def2-TZVPD) for a molecular structure, C20H48F10N8O20S6 in a non-equilibrium geometry.

Each line ends with the Löwdin charge.
Geometry (Å):
C: 6.930 -1.577 0.705  0.04
C: 7.243 -0.107 0.858  -0.33
O: 7.312 0.547 1.821  0.21
N: 7.151 0.661 -0.552  0.07
H: 7.562 0.099 -1.244  0.15
H: 6.159 0.464 -0.815  0.12
C: 7.362 2.094 -0.568  0.00
H: 5.849 -1.673 0.711  0.09
H: 7.367 -2.133 1.528  0.11
H: 7.354 -2.017 -0.149  0.08
H: 8.396 2.262 -0.668  0.09
H: 6.981 2.483 0.400  0.11
H: 6.755 2.568 -1.379  0.12
C: -5.351 2.038 6.111  0.04
C: -5.884 2.572 4.781  -0.38
O: -6.921 3.074 4.672  0.20
N: -4.980 2.481 3.518  0.06
H: -4.218 3.190 3.653  0.11
H: -4.568 1.482 3.546  0.11
C: -5.644 2.531 2.210  -0.01
H: -6.319 1.901 6.685  0.12
H: -4.784 2.724 6.707  0.09
H: -5.054 0.987 5.965  0.07
H: -6.157 3.479 2.107  0.11
H: -6.334 1.740 2.060  0.10
H: -4.882 2.454 1.423  0.09
C: -3.155 -4.354 0.386  0.05
C: -3.847 -3.087 -0.129  -0.43
O: -4.966 -2.962 -0.463  0.19
N: -3.012 -1.859 -0.064  0.03
H: -2.784 -1.615 0.934  0.12
H: -2.097 -2.018 -0.466  0.09
C: -3.576 -0.703 -0.786  0.02
H: -3.217 -4.964 -0.547  0.12
H: -3.811 -4.672 1.160  0.10
H: -2.118 -4.162 0.490  0.05
H: -4.399 -0.951 -1.423  0.10
H: -2.720 -0.161 -1.253  0.11
H: -3.953 -0.093 0.037  0.09
C: -1.739 -7.540 -6.794  0.04
C: -2.246 -6.558 -5.748  -0.35
O: -3.160 -6.557 -4.992  0.19
N: -1.403 -5.270 -5.634  0.03
H: -2.127 -4.569 -5.432  0.12
H: -0.926 -5.242 -4.687  0.11
C: -0.635 -4.690 -6.764  0.02
H: -0.587 -7.375 -6.910  0.13
H: -2.304 -7.571 -7.742  0.12
H: -1.896 -8.480 -6.393  0.06
H: -0.224 -3.764 -6.296  0.11
H: -1.274 -4.419 -7.563  0.10
H: 0.194 -5.335 -6.954  0.09
C: 0.356 -2.433 1.176  0.06
C: -0.072 -0.959 1.300  -0.36
O: -0.817 -0.389 0.575  0.14
N: 0.305 -0.103 2.508  0.05
H: 0.786 0.676 2.092  0.09
H: -0.616 0.231 2.860  0.11
C: 1.189 -0.555 3.570  -0.01
H: 1.409 -2.398 1.201  0.06
H: -0.102 -2.914 0.276  0.09
H: 0.025 -3.000 1.998  0.08
H: 1.291 0.322 4.222  0.11
H: 2.153 -0.970 3.158  0.12
H: 0.714 -1.237 4.319  0.11
C: 4.535 6.493 -0.195  0.04
C: 3.905 5.263 -0.805  -0.42
O: 4.457 4.213 -1.015  0.13
N: 2.510 5.315 -1.181  0.06
H: 2.411 4.420 -1.732  0.11
H: 2.113 5.166 -0.212  0.15
C: 1.891 6.521 -1.836  0.05
H: 4.914 7.119 -1.015  0.11
H: 5.396 6.090 0.404  0.12
H: 3.721 7.054 0.255  0.09
H: 1.922 6.226 -2.879  0.10
H: 2.566 7.419 -1.729  0.12
H: 0.882 6.609 -1.423  0.11
C: -2.822 -2.028 4.656  -0.69
F: -3.876 -2.723 5.127  0.15
F: -2.151 -1.566 5.710  0.16
F: -1.979 -2.795 3.997  0.14
S: -3.396 -0.892 3.435  0.54
O: -4.323 -0.062 4.127  -0.27
O: -2.174 -0.255 2.974  -0.29
O: -3.943 -1.750 2.406  -0.25
C: 0.183 -2.088 -2.885  -0.69
F: 0.581 -1.871 -4.119  0.15
F: 1.225 -2.410 -2.120  0.15
F: -0.304 -0.931 -2.425  0.13
S: -1.069 -3.432 -2.938  0.58
O: -2.071 -3.071 -4.025  -0.32
O: -0.260 -4.570 -3.256  -0.28
O: -1.581 -3.468 -1.592  -0.32
N: 2.496 1.018 -1.368  -0.28
S: 2.915 1.704 -2.652  0.48
O: 4.234 1.424 -3.053  -0.24
O: 2.359 3.005 -2.591  -0.27
F: 2.053 1.034 -3.794  -0.13
S: 3.309 0.287 -0.277  0.63
O: 4.450 -0.457 -0.780  -0.31
O: 2.517 -0.443 0.718  -0.28
F: 3.992 1.590 0.514  -0.20
N: -0.731 3.601 2.838  -0.28
S: 0.475 3.623 1.850  0.60
O: 1.378 2.524 2.015  -0.29
O: 1.090 4.930 1.520  -0.30
F: -0.178 3.136 0.439  -0.20
S: -2.023 4.310 2.537  0.43
O: -1.873 5.429 1.722  -0.22
O: -2.868 4.406 3.667  -0.26
F: -2.822 3.258 1.678  -0.17

Properties
* DFT total energy: -166560.1669 eV
* HOMO-LUMO gap: 0.3928 hartree
* net charge: +2
* M: 1103.02 g mol⁻¹

Record 5
Density functional theory data (ωB97M-V/def2-TZVPD) for a molecular structure, C20H48INOP3Ru in a non-equilibrium geometry.

Each line ends with the Löwdin charge.
Geometry (Å):
C: -2.233 4.047 -3.073  -0.37
I: -1.327 2.715 -1.656  1.37
H: -2.370 3.510 -4.016  0.05
H: -1.574 4.910 -3.206  0.04
H: -3.194 4.353 -2.655  0.05
Ru: 0.447 -0.392 0.490  0.74
P: 1.867 0.492 -1.044  0.67
C: 2.755 1.976 -0.449  -0.22
C: 3.184 -0.759 -1.180  -0.25
H: 4.043 -0.357 -1.734  0.08
H: 2.490 1.057 -3.282  0.09
H: 2.791 -1.648 -1.686  0.07
H: 1.074 -0.022 -3.236  0.07
H: 3.031 1.866 0.608  0.05
H: 3.501 -1.040 -0.173  -0.02
C: 1.539 0.852 -2.775  -0.26
H: 3.667 2.113 -1.043  0.07
H: 0.857 1.705 -2.872  -0.04
H: 2.102 2.851 -0.547  0.05
P: -1.862 -0.695 0.743  0.71
C: -2.626 0.307 2.080  -0.23
C: -3.111 -0.613 -0.568  -0.25
H: -1.976 -3.130 0.592  0.06
H: -3.154 -2.482 1.782  0.08
H: -1.418 -2.576 2.189  0.00
C: -2.132 -2.385 1.384  -0.24
H: -2.791 -1.241 -1.404  0.06
H: -4.063 -1.005 -0.184  0.08
H: -3.596 -0.128 2.354  0.07
H: -2.768 1.337 1.730  0.05
H: -3.242 0.416 -0.919  -0.01
H: -1.982 0.322 2.968  0.05
C: 0.221 1.238 1.312  -0.44
O: 0.099 2.280 1.844  0.11
C: 0.773 -0.997 4.399  -0.09
C: 2.234 -1.296 4.034  -0.60
C: 2.799 0.063 3.599  -0.08
C: 3.010 -1.855 5.235  -0.05
P: 2.319 -2.490 2.601  1.09
N: 1.575 -1.534 1.374  -0.25
C: 4.068 -2.880 2.150  -0.61
C: 4.811 -3.765 3.182  -0.04
C: 4.032 -3.570 0.782  -0.06
C: 4.884 -1.593 1.988  -0.08
C: 1.391 -4.113 2.695  -0.60
C: 0.241 -3.934 3.688  -0.09
C: 0.773 -4.373 1.311  -0.08
C: 2.201 -5.352 3.119  -0.06
H: 0.770 -0.138 5.084  0.11
H: 0.272 -1.817 4.914  0.07
H: 0.206 -0.699 3.499  0.05
H: 2.675 0.764 4.435  0.11
H: 3.857 0.049 3.349  0.06
H: 2.218 0.454 2.746  0.04
H: 2.691 -2.871 5.530  0.10
H: 4.103 -1.839 5.087  0.09
H: 2.797 -1.194 6.089  0.11
H: 4.540 -4.821 3.100  0.07
H: 5.883 -3.683 2.951  0.11
H: 4.664 -3.443 4.219  0.07
H: 3.572 -2.917 0.034  0.05
H: 5.073 -3.762 0.483  0.12
H: 3.502 -4.524 0.786  0.07
H: 4.350 -0.855 1.375  0.06
H: 5.159 -1.166 2.959  0.09
H: 5.832 -1.844 1.485  0.12
H: -0.372 -3.076 3.397  0.04
H: -0.397 -4.831 3.648  0.12
H: 0.600 -3.843 4.723  0.10
H: -0.070 -5.068 1.420  0.11
H: 0.366 -3.453 0.870  0.03
H: 1.486 -4.811 0.614  0.08
H: 2.917 -5.690 2.359  0.08
H: 2.716 -5.231 4.084  0.10
H: 1.477 -6.169 3.252  0.11

Properties
* DFT total energy: -63576.3823 eV
* HOMO-LUMO gap (alpha / beta): 0.2497 / 0.1439 hartree
* <S²>: 6.04
* net charge: +3
* multiplicity: 5
* energy above the lowest of the compared OMol25 structures with the same formula, charge and spin: 0.00 kcal per mole
* M: 639.51 g mol⁻¹

- Which of these has the highest M?
  C20H48F10N8O20S6

- The lowest M belongs to which entry?
  C20H48ClN3O6